Entry 1:
8 unconnected molecules or ions with the total composition C34H90N10O12 in a non-equilibrium geometry. Source: the Open Molecules 2025 dataset; level of theory: ωB97M-V/def2-TZVPD.

As for the structure (SMILES): COC[C@H](C)N.COC[C@H](C)N.COCCNCCOC.COCCNCCOC.COCCNCCOC.COCCNCCOC.NC(N)=O.NC(N)=O. The spin multiplicity is 1. The calculation puts the energy relative to the best compared isomer or geometry (same formula, charge and spin) at 11.31 kcal per mole.

Each line ends with the Mulliken charge.
Atoms and positions in Å:
C (20.13, -0.57, 25.41)  0.38
O (20.42, -1.72, 25.07)  -0.70
N (18.80, -0.08, 25.44)  -0.27
N (21.20, 0.25, 25.82)  -0.41
H (18.07, -0.73, 25.08)  0.33
H (18.47, 0.60, 26.14)  0.27
H (22.19, -0.08, 25.83)  0.25
H (21.11, 1.25, 25.89)  0.19
C (18.09, -4.47, 26.83)  0.51
O (17.27, -4.68, 27.71)  -0.55
N (17.91, -4.82, 25.45)  -0.36
N (19.30, -3.84, 27.00)  -0.42
H (17.33, -5.62, 25.25)  0.20
H (18.79, -4.73, 24.93)  0.17
H (19.71, -3.45, 26.14)  0.20
H (19.26, -3.22, 27.78)  0.26
C (15.78, -1.67, 26.66)  -1.78
C (15.57, -2.09, 25.22)  1.31
C (14.31, -1.42, 24.70)  -0.63
O (13.86, -1.68, 23.36)  -0.28
C (13.24, -3.00, 23.22)  0.72
N (16.77, -1.84, 24.43)  0.82
H (14.84, -1.70, 27.22)  0.46
H (16.19, -0.63, 26.73)  0.18
H (16.47, -2.32, 27.19)  0.12
H (15.41, -3.19, 25.30)  0.07
H (14.41, -0.33, 24.72)  0.38
H (13.52, -1.67, 25.41)  -0.51
H (13.99, -3.82, 23.31)  0.04
H (12.77, -3.04, 22.24)  0.27
H (12.40, -3.16, 23.94)  -0.74
H (17.28, -2.72, 24.42)  -0.07
H (16.54, -1.67, 23.46)  -0.71
C (12.70, -4.11, 27.23)  -0.80
C (11.31, -3.56, 27.58)  0.74
C (10.79, -2.90, 26.32)  -0.09
O (9.44, -2.55, 26.49)  -0.49
C (8.95, -1.93, 25.30)  -0.66
N (10.39, -4.65, 27.83)  -0.81
H (13.23, -3.41, 26.62)  -0.16
H (12.59, -5.03, 26.68)  0.44
H (13.28, -4.31, 28.12)  0.19
H (11.29, -2.84, 28.44)  0.22
H (10.85, -3.73, 25.53)  -0.34
H (11.37, -2.03, 26.05)  0.43
H (9.20, -2.59, 24.49)  0.22
H (9.34, -0.93, 25.24)  0.28
H (7.86, -1.88, 25.40)  0.29
H (10.46, -5.11, 28.75)  0.25
H (9.46, -4.25, 27.84)  0.23
C (10.51, -5.70, 23.03)  -0.07
O (10.97, -6.08, 21.80)  -0.10
C (10.58, -7.40, 21.38)  -0.64
C (10.46, -7.38, 19.86)  -0.94
N (9.31, -6.71, 19.37)  -0.19
C (8.02, -7.13, 19.93)  -0.37
C (6.92, -6.34, 19.29)  -0.77
O (7.06, -4.95, 19.72)  -0.27
C (6.40, -4.12, 18.73)  -0.72
H (10.52, -6.60, 23.67)  0.44
H (9.48, -5.38, 23.02)  0.29
H (11.19, -4.88, 23.40)  -0.54
H (9.63, -7.71, 21.79)  0.51
H (11.31, -8.15, 21.71)  0.39
H (10.45, -8.41, 19.58)  0.41
H (11.33, -6.84, 19.46)  0.17
H (9.43, -5.73, 19.26)  0.33
H (7.92, -7.00, 21.01)  0.17
H (7.88, -8.19, 19.75)  0.35
H (5.89, -6.66, 19.53)  0.40
H (7.11, -6.33, 18.21)  0.40
H (5.33, -4.41, 18.50)  0.27
H (7.01, -4.07, 17.81)  0.32
H (6.35, -3.14, 19.25)  0.23
C (21.14, 0.04, 21.90)  -0.64
O (20.20, -0.73, 21.20)  -0.36
C (20.26, -2.14, 21.62)  -0.29
C (19.16, -2.88, 20.97)  -0.80
N (17.89, -2.33, 21.37)  0.56
C (16.71, -3.08, 20.74)  -0.60
C (16.18, -4.31, 21.49)  0.90
O (17.08, -5.42, 21.50)  -0.43
C (16.46, -6.61, 22.00)  -0.76
H (22.03, -0.56, 22.22)  0.30
H (20.69, 0.40, 22.85)  0.14
H (21.40, 0.85, 21.23)  0.29
H (20.12, -2.16, 22.73)  -0.05
H (21.19, -2.55, 21.35)  0.61
H (19.20, -3.98, 21.15)  0.38
H (19.30, -2.73, 19.89)  0.30
H (17.86, -1.37, 21.00)  0.24
H (16.88, -3.45, 19.72)  0.44
H (15.93, -2.35, 20.66)  -0.26
H (15.26, -4.65, 21.02)  0.09
H (16.06, -4.02, 22.49)  -0.44
H (17.23, -7.29, 22.42)  0.26
H (15.99, -7.20, 21.21)  0.26
H (15.66, -6.34, 22.67)  0.30
C (14.38, 3.37, 35.29)  -0.69
O (15.36, 3.24, 34.32)  -0.34
C (15.20, 2.36, 33.26)  -0.41
C (15.63, 0.96, 33.58)  -0.50
N (15.29, 0.02, 32.49)  -0.28
C (14.51, -1.11, 32.88)  -0.76
C (14.27, -2.08, 31.72)  -0.34
O (15.53, -2.45, 31.19)  -0.39
C (15.43, -3.16, 29.95)  -0.24
H (13.36, 3.55, 34.92)  0.29
H (14.70, 4.17, 35.92)  0.26
H (14.34, 2.49, 35.96)  0.27
H (15.73, 2.82, 32.44)  0.26
H (14.12, 2.27, 32.94)  0.30
H (15.15, 0.67, 34.51)  0.30
H (16.71, 0.96, 33.80)  0.25
H (16.18, -0.30, 32.21)  0.24
H (13.54, -0.73, 33.23)  0.35
H (14.89, -1.64, 33.80)  0.36
H (13.62, -1.58, 30.99)  0.27
H (13.72, -3.00, 32.13)  0.29
H (16.43, -3.45, 29.65)  0.18
H (15.00, -2.42, 29.25)  0.09
H (14.79, -4.06, 30.04)  0.33
C (16.22, 0.37, 21.76)  -0.57
O (16.56, -0.07, 20.44)  -0.55
C (16.06, 0.80, 19.44)  -0.67
C (14.52, 0.97, 19.44)  -1.01
N (13.64, -0.18, 19.42)  -0.27
C (14.00, -1.12, 18.38)  -0.15
C (13.13, -2.34, 18.34)  -1.11
O (13.53, -3.17, 19.40)  0.07
C (12.76, -4.34, 19.52)  -1.27
H (15.36, -0.21, 22.18)  0.02
H (15.95, 1.43, 21.74)  0.57
H (17.07, 0.23, 22.44)  0.12
H (16.35, 0.47, 18.42)  0.44
H (16.51, 1.77, 19.55)  0.44
H (14.31, 1.53, 18.53)  0.49
H (14.22, 1.60, 20.33)  0.38
H (13.65, -0.59, 20.34)  0.23
H (14.99, -1.50, 18.49)  0.15
H (13.95, -0.52, 17.42)  0.44
H (13.23, -2.89, 17.38)  0.37
H (12.08, -2.07, 18.34)  0.43
H (11.67, -4.12, 19.60)  0.44
H (13.00, -4.82, 20.52)  0.21
H (12.94, -5.01, 18.66)  0.53

=====

Entry 2:
A molecular structure, C24H47BCl3N5O7Si2 in a non-equilibrium geometry. Source: the Open Molecules 2025 dataset; level of theory: ωB97M-V/def2-TZVPD.

The spin multiplicity is 1.

Each line ends with the Mulliken charge.
Atoms and positions in Å:
C (3.70, 4.90, 2.94)  -1.13
B (3.96, 3.55, 3.72)  1.01
O (4.94, 3.57, 4.69)  -0.65
Si (3.04, 1.80, 3.33)  -0.33
C (3.94, 1.10, 1.85)  -1.23
C (3.76, 2.00, 0.62)  1.03
C (2.52, 1.62, -0.16)  -1.36
Cl (5.19, 1.86, -0.48)  -0.23
O (1.42, 1.94, 2.91)  0.16
Si (0.44, 2.97, 3.75)  0.05
O (-0.93, 2.18, 4.21)  -0.63
C (0.01, 4.40, 2.62)  0.31
C (0.07, 5.72, 3.04)  -0.41
C (-0.21, 6.77, 2.18)  -0.43
C (-0.57, 6.44, 0.88)  -0.77
C (-0.63, 5.10, 0.54)  0.02
N (-0.35, 4.09, 1.35)  0.02
C (3.13, 0.70, 4.87)  0.15
Cl (3.09, 1.58, 6.39)  -0.19
C (3.19, -0.62, 4.91)  0.36
C (3.19, -1.49, 3.69)  -1.33
Cl (3.27, -1.48, 6.41)  -0.20
H (2.92, 4.85, 2.19)  0.22
H (4.60, 5.28, 2.47)  0.42
H (3.43, 5.64, 3.70)  0.28
H (5.67, 4.13, 4.38)  0.29
H (3.57, 0.13, 1.54)  0.46
H (5.01, 1.03, 2.06)  0.57
H (3.70, 3.05, 0.88)  -0.22
H (2.17, 2.47, -0.74)  0.44
H (2.72, 0.83, -0.87)  0.49
H (1.71, 1.34, 0.50)  0.05
H (1.05, 3.47, 4.99)  -0.18
H (-1.33, 1.72, 3.47)  0.32
H (0.36, 5.93, 4.06)  0.37
H (-0.15, 7.80, 2.51)  0.44
H (-0.79, 7.20, 0.15)  0.41
H (-0.92, 4.84, -0.47)  0.27
H (4.10, -1.32, 3.13)  0.31
H (2.32, -1.33, 3.07)  0.36
H (3.23, -2.53, 4.00)  0.42
C (-1.19, 1.64, -0.70)  -0.48
C (-0.67, 0.54, -1.60)  0.61
O (0.35, -0.09, -1.35)  -0.66
N (-1.40, 0.26, -2.71)  -0.11
C (-2.63, 0.88, -3.18)  -0.72
H (-0.52, 1.76, 0.14)  -0.31
H (-1.23, 2.58, -1.24)  0.25
H (-2.19, 1.39, -0.33)  0.49
H (-1.00, -0.49, -3.27)  0.22
H (-3.41, 0.13, -3.26)  0.19
H (-2.47, 1.32, -4.16)  0.24
H (-2.95, 1.66, -2.50)  0.31
C (6.29, -3.18, 5.33)  -1.04
C (7.31, -3.53, 4.27)  0.71
O (8.06, -2.69, 3.79)  -0.65
N (7.37, -4.83, 3.87)  -0.15
C (6.57, -5.95, 4.32)  -0.80
H (6.36, -2.12, 5.54)  0.26
H (5.28, -3.40, 4.97)  0.17
H (6.48, -3.74, 6.25)  0.46
H (8.08, -5.00, 3.17)  0.23
H (7.22, -6.72, 4.75)  0.28
H (6.03, -6.38, 3.49)  0.27
H (5.86, -5.63, 5.08)  0.30
C (-3.78, -3.31, -5.08)  -1.44
C (-4.18, -1.97, -5.66)  0.73
O (-4.67, -1.08, -4.98)  -0.64
N (-3.98, -1.79, -6.99)  -0.13
C (-3.42, -2.72, -7.96)  -0.86
H (-4.01, -3.30, -4.02)  0.33
H (-4.34, -4.12, -5.54)  0.43
H (-2.71, -3.48, -5.21)  0.42
H (-4.28, -0.88, -7.32)  0.24
H (-2.53, -2.28, -8.41)  0.29
H (-4.15, -2.92, -8.74)  0.28
H (-3.15, -3.65, -7.48)  0.33
C (-7.58, -2.58, -5.35)  -0.36
C (-7.89, -3.88, -4.64)  0.73
O (-7.02, -4.64, -4.27)  -0.65
N (-9.20, -4.18, -4.42)  -0.18
C (-10.37, -3.40, -4.79)  -0.80
H (-6.50, -2.50, -5.43)  -0.57
H (-8.02, -2.58, -6.35)  0.36
H (-7.95, -1.73, -4.79)  0.39
H (-9.34, -5.05, -3.94)  0.23
H (-10.95, -3.14, -3.89)  0.28
H (-11.01, -3.98, -5.45)  0.28
H (-10.09, -2.49, -5.29)  0.31

=====

| no. | frontier orbital gap (hartree) | HOMO energy (eV) |
| --- | --- | --- |
| 1 | 0.3328 | -8.43 |
| 2 | 0.3462 | -8.91 |